(1)
{
  "formula": "CH3F2O2PS",
  "method": "wB97M-V/def2-TZVPD",
  "elements": ["C", "O", "O", "F", "F", "P", "S", "H", "H", "H"],
  "coordinates": [[-0.148, -0.019, 0.132], [-4.824, 0.305, -1.055], [-4.348, -2.184, -0.884], [-1.634, 0.490, -2.046], [-1.286, -1.813, -1.537], [-1.788, -0.421, -0.676], [-4.339, -0.969, -1.656], [-0.263, 0.825, 0.664], [0.120, -0.823, 0.679], [0.680, 0.156, -0.724]],
  "atomic_forces_ev_per_a": [[0.36, -0.19, -6.41], [0.79, -3.06, -1.32], [-0.36, 0.65, -0.31], [-0.29, -0.35, 1.55], [-0.72, 1.75, 1.70], [3.07, -0.95, -2.64], [-1.49, 2.21, 1.41], [-0.29, 2.96, 2.08], [0.93, -2.60, 2.05], [-1.99, -0.42, 1.89]],
  "orbital_gap_ha": 0.32883,
  "relative_energy_ev": 1.009,
  "homo_ev": -10.43
}


(2)
{
  "formula": "C47H74ClF15N5O15P2",
  "method": "wB97M-V/def2-TZVPD",
  "elements": ["C", "C", "C", "C", "C", "C", "P", "N", "O", "C", "C", "Cl", "C", "C", "N", "C", "C", "C", "C", "N", "C", "C", "C", "O", "C", "C", "P", "O", "O", "O", "N", "C", "C", "C", "C", "N", "C", "C", "C", "C", "H", "H", "H", "H", "H", "H", "H", "H", "H", "H", "H", "H", "H", "H", "H", "H", "H", "H", "H", "H", "H", "H", "H", "H", "H", "H", "H", "H", "H", "H", "H", "H", "H", "H", "H", "H", "H", "H", "H", "H", "H", "H", "H", "H", "H", "H", "H", "H", "H", "C", "C", "O", "C", "O", "C", "F", "F", "F", "H", "H", "H", "H", "H", "C", "C", "O", "C", "O", "C", "F", "F", "F", "H", "H", "H", "H", "H", "C", "C", "O", "C", "O", "C", "F", "F", "F", "H", "H", "H", "H", "H", "C", "C", "O", "C", "O", "C", "F", "F", "F", "H", "H", "H", "H", "H", "C", "C", "O", "C", "O", "C", "F", "F", "F", "H", "H", "H", "H", "H"],
  "coordinates": [[-2.282, -0.863, 2.245], [-2.977, -0.577, 1.299], [-3.798, -0.366, 0.045], [-2.947, -0.775, -1.232], [-3.080, 0.201, -2.441], [-1.799, 0.907, -2.972], [-2.492, 2.533, -3.773], [-4.089, 2.273, -4.413], [-1.555, 2.895, -5.122], [-0.814, 1.426, -1.801], [-1.152, 2.812, -1.163], [-2.809, 2.911, -0.419], [-0.172, 2.967, 0.095], [0.669, 4.306, 0.024], [0.611, 1.376, -2.160], [1.159, 2.423, -2.990], [2.698, 2.258, -3.323], [3.378, 3.618, -3.727], [4.871, 3.597, -3.257], [5.854, 3.719, -4.358], [7.180, 3.410, -3.732], [5.683, 2.681, -5.370], [5.512, 1.166, -5.064], [5.719, 3.012, -6.531], [0.979, 0.001, -2.393], [0.043, -0.784, -3.441], [-0.468, -2.468, -2.956], [-1.848, -2.890, -3.273], [0.541, -3.505, -3.765], [-0.192, -2.794, -1.361], [-0.996, 0.129, -4.003], [-1.738, -0.413, -5.176], [-1.198, 0.127, -6.566], [0.339, -0.048, -6.790], [0.713, -1.551, -6.972], [2.143, -1.845, -6.838], [2.808, -2.188, -7.989], [4.155, -2.478, -7.659], [4.247, -2.278, -6.212], [2.967, -1.887, -5.737], [-1.560, -1.314, 2.924], [-4.663, -1.065, 0.141], [-4.235, 0.647, -0.028], [-1.924, -0.998, -0.873], [-3.374, -1.760, -1.527], [-3.662, -0.331, -3.229], [-3.776, 1.013, -2.121], [-4.297, 1.301, -4.648], [-4.727, 2.498, -3.643], [-1.487, 3.865, -5.120], [-0.874, 0.730, -0.926], [-0.910, 3.692, -1.785], [0.468, 2.076, 0.249], [-0.756, 3.070, 1.036], [0.119, 5.070, -0.577], [1.695, 4.136, -0.359], [0.730, 4.739, 1.047], [0.681, 2.588, -3.999], [1.106, 3.432, -2.514], [3.236, 1.691, -2.539], [2.718, 1.623, -4.247], [2.808, 4.492, -3.338], [3.315, 3.701, -4.838], [5.023, 4.452, -2.561], [5.131, 2.681, -2.663], [7.944, 3.470, -4.534], [7.383, 4.108, -2.896], [7.199, 2.363, -3.326], [5.462, 0.913, -3.986], [6.388, 0.637, -5.504], [4.628, 0.800, -5.630], [0.813, -0.533, -1.422], [2.037, -0.206, -2.642], [0.747, -0.934, -4.299], [0.184, -4.394, -3.588], [0.112, -3.714, -1.287], [-0.413, 0.871, -4.432], [-2.819, -0.190, -5.206], [-1.662, -1.516, -5.285], [-1.578, 1.137, -6.810], [-1.694, -0.555, -7.304], [0.904, 0.460, -5.966], [0.602, 0.521, -7.712], [0.172, -2.175, -6.226], [0.403, -1.846, -7.993], [2.361, -2.234, -8.989], [4.946, -2.810, -8.342], [5.159, -2.448, -5.622], [2.654, -1.682, -4.707], [2.554, -1.266, 7.186], [2.077, -1.545, 5.776], [0.991, -0.666, 5.420], [1.334, 0.562, 5.030], [2.454, 0.977, 4.958], [0.084, 1.358, 4.647], [-0.900, 1.222, 5.548], [-0.414, 0.954, 3.461], [0.329, 2.667, 4.539], [1.722, -1.326, 7.890], [3.319, -1.984, 7.481], [2.972, -0.262, 7.269], [1.687, -2.560, 5.714], [2.889, -1.468, 5.053], [5.104, -5.106, 1.559], [3.620, -5.408, 1.548], [3.205, -6.000, 2.790], [2.995, -5.156, 3.799], [3.128, -3.967, 3.743], [2.515, -5.920, 5.037], [3.245, -7.019, 5.265], [1.238, -6.315, 4.896], [2.577, -5.169, 6.141], [5.674, -6.004, 1.801], [5.427, -4.732, 0.587], [5.348, -4.359, 2.315], [3.398, -6.139, 0.770], [3.028, -4.516, 1.332], [-6.121, -2.042, 5.706], [-6.689, -1.769, 4.330], [-6.198, -2.725, 3.373], [-6.811, -3.910, 3.359], [-7.715, -4.227, 4.072], [-6.213, -4.795, 2.261], [-4.869, -4.764, 2.262], [-6.614, -4.394, 1.040], [-6.574, -6.072, 2.394], [-5.030, -2.072, 5.670], [-6.431, -1.271, 6.412], [-6.454, -3.010, 6.086], [-6.361, -0.789, 3.984], [-7.780, -1.760, 4.339], [-1.102, 9.057, 1.787], [-0.323, 10.161, 1.103], [1.081, 9.849, 1.058], [1.466, 9.020, 0.090], [0.741, 8.523, -0.724], [2.984, 8.822, 0.137], [3.425, 8.599, 1.385], [3.630, 9.905, -0.322], [3.376, 7.782, -0.609], [-0.689, 8.855, 2.777], [-2.151, 9.334, 1.889], [-1.044, 8.126, 1.221], [-0.414, 11.085, 1.674], [-0.703, 10.362, 0.101], [-2.596, -6.238, 8.433], [-3.522, -5.362, 7.615], [-4.816, -5.259, 8.234], [-4.917, -4.381, 9.235], [-4.026, -3.695, 9.642], [-6.356, -4.345, 9.759], [-6.863, -5.575, 9.934], [-7.168, -3.703, 8.901], [-6.450, -3.719, 10.934], [-3.051, -7.215, 8.609], [-1.645, -6.377, 7.919], [-2.399, -5.796, 9.411], [-3.686, -5.812, 6.636], [-3.097, -4.371, 7.449]],
  "atomic_forces_ev_per_a": [[0.25, -0.60, -0.61], [-0.33, 0.25, -0.51], [0.26, -0.65, 0.75], [-0.83, -0.66, 0.59], [-0.35, -0.30, 0.53], [-0.90, 0.93, -0.25], [-1.02, 1.68, 0.27], [1.02, -1.05, 0.66], [-0.32, -0.88, 0.54], [-0.25, -0.18, 0.44], [1.75, -0.23, 2.01], [0.41, 0.03, -1.00], [0.01, 1.02, 0.43], [-0.40, -0.41, 0.30], [-0.50, -0.28, -0.54], [1.56, 1.46, -1.22], [-1.17, -0.35, -0.96], [0.03, -0.93, 0.00], [-0.22, 0.50, 0.15], [0.29, -1.18, 1.14], [0.16, -0.14, -0.47], [-0.25, 0.12, -1.19], [0.29, 0.24, 0.09], [-0.04, -0.24, 0.70], [-0.66, -1.32, 1.31], [2.35, 0.20, -0.54], [-1.25, -3.61, 0.47], [0.30, 1.24, -0.22], [-0.25, 1.56, 1.11], [0.63, 0.98, -1.66], [0.22, 0.41, 0.38], [-0.42, -0.65, -2.88], [-0.09, -0.86, -0.15], [-0.40, 0.60, -0.06], [-0.12, 0.42, 0.99], [-0.97, 0.12, -1.34], [2.68, -0.58, 0.38], [-1.63, 0.58, 1.28], [-0.88, 0.01, -0.77], [1.80, -0.54, -0.87], [-0.74, 0.66, -0.25], [0.54, 0.51, -0.17], [0.49, -0.42, 0.16], [-0.43, 0.31, -0.45], [0.60, 0.67, -0.03], [0.79, 0.41, 0.24], [0.68, -0.44, -0.17], [-0.14, 0.28, -0.37], [0.14, 0.24, -0.42], [0.10, -0.37, -0.11], [-0.35, 0.30, -0.81], [-0.92, -0.64, 0.01], [-0.25, 0.52, -0.34], [0.10, -0.34, -0.86], [0.57, -0.52, 0.24], [-0.63, 0.29, 0.10], [0.22, -0.34, -0.67], [-0.02, -0.33, 0.74], [-0.38, -0.96, 0.13], [-0.30, 0.64, -0.18], [0.30, 0.16, 0.79], [0.55, -0.59, 0.01], [0.23, 0.07, 0.76], [0.14, -0.50, -0.55], [-0.60, 0.46, -0.28], [-0.25, 0.18, 0.69], [-0.07, -0.30, -0.68], [0.00, 0.71, -0.13], [-0.14, 0.11, -0.63], [-0.53, 0.43, 0.31], [0.49, 0.24, 0.53], [0.23, 0.46, -0.60], [-0.61, 0.62, -0.10], [-0.80, -0.34, 0.48], [0.10, 0.16, -0.40], [-0.03, 0.30, 0.20], [-0.17, -0.16, 0.23], [0.64, 0.04, 0.79], [0.01, 0.74, 0.97], [0.49, -0.41, 0.41], [0.21, 0.53, 0.51], [-0.12, -0.51, -0.53], [-0.02, -0.42, 0.67], [0.18, 0.28, -0.56], [0.14, -0.01, 0.71], [-0.09, 0.14, 0.80], [-0.53, 0.28, 0.47], [-0.72, 0.21, -0.22], [0.02, -0.14, -0.71], [-0.12, 0.36, 0.09], [0.52, -0.47, 0.39], [-0.36, 0.42, -0.36], [0.68, -0.94, 0.31], [-0.33, 0.37, -0.18], [-1.09, 0.86, -0.05], [0.31, -0.21, -0.01], [0.40, -0.13, 0.11], [0.35, -0.31, 0.02], [0.03, -0.14, -0.03], [-0.04, -0.02, -0.05], [0.08, -0.07, -0.06], [-0.24, 0.18, -0.12], [-0.13, 0.20, -0.03], [0.11, 0.04, 0.34], [0.34, 0.17, -0.61], [-0.32, -0.03, 0.46], [0.28, 0.18, -1.02], [-0.16, -0.12, 0.40], [-0.23, -0.73, 1.13], [0.03, 0.26, -0.28], [0.15, 0.23, -0.29], [0.06, 0.18, -0.42], [-0.05, -0.02, -0.14], [-0.04, -0.04, 0.00], [-0.06, 0.05, -0.09], [-0.09, -0.17, 0.26], [0.00, 0.01, 0.27], [0.12, -0.38, 0.06], [-0.10, 0.50, 0.54], [0.03, -0.36, -0.47], [-0.25, 0.92, 0.63], [0.12, -0.38, -0.31], [0.48, -0.86, -0.75], [-0.19, 0.19, 0.18], [-0.08, 0.21, 0.28], [-0.13, 0.35, 0.23], [-0.03, 0.16, -0.03], [0.00, 0.01, -0.05], [-0.12, 0.08, 0.00], [0.13, -0.19, -0.24], [0.05, -0.25, -0.06], [0.20, -0.31, -0.01], [-0.71, 0.14, 0.17], [0.52, -0.12, -0.25], [-1.00, 0.45, 0.23], [0.43, -0.21, -0.09], [1.28, -0.20, 0.13], [-0.34, 0.03, -0.11], [-0.39, -0.03, -0.01], [-0.42, 0.12, 0.02], [-0.07, 0.13, 0.01], [0.04, 0.05, -0.01], [-0.07, 0.08, -0.07], [0.32, -0.04, 0.00], [0.19, -0.16, -0.04], [-0.10, -0.01, 0.34], [0.60, -0.20, -0.28], [-0.46, 0.25, 0.19], [0.85, -0.22, -0.62], [-0.40, 0.09, 0.22], [-1.26, -0.09, 0.67], [0.36, 0.06, -0.18], [0.37, 0.00, -0.14], [0.43, 0.01, -0.28], [0.03, 0.00, -0.14], [-0.05, 0.01, -0.03], [0.05, 0.07, -0.09], [-0.30, 0.01, 0.11], [-0.14, 0.04, 0.21]],
  "orbital_gap_ha": 0.30126,
  "charge": 1,
  "homo_ev": -10.67
}


(3)
{
  "formula": "C6H7NO2",
  "method": "wB97M-V/def2-TZVPD",
  "elements": ["C", "C", "C", "C", "C", "C", "H", "H", "H", "H", "H", "H", "H", "N", "O", "O"],
  "coordinates": [[1.470, 0.426, -0.490], [0.364, -0.692, 0.962], [-1.156, -0.341, 1.007], [-1.456, 0.862, 0.251], [-1.232, -0.229, -0.905], [0.401, -0.722, -0.738], [1.746, 0.930, 1.675], [0.620, -1.787, 1.102], [-1.580, -0.456, 1.873], [-2.562, 1.067, 0.289], [-1.004, 2.025, 0.497], [-1.835, 0.306, -1.873], [0.495, -1.673, -1.302], [1.354, 0.393, 0.809], [2.409, 1.072, -1.078], [-1.873, -0.946, 0.021]],
  "atomic_forces_ev_per_a": [[4.91, 1.67, -4.03], [-0.95, -1.69, -4.98], [2.91, 1.46, 0.13], [1.07, 6.75, -0.25], [1.65, 6.38, -2.99], [-2.60, 1.81, 0.73], [-0.63, -1.06, -2.96], [0.23, 1.59, 1.19], [-2.33, -0.87, 5.19], [1.16, -0.39, -0.15], [-0.44, -3.29, -0.96], [1.92, -2.85, 2.00], [0.69, 0.86, 0.48], [-1.21, -0.55, 6.33], [-4.15, -2.36, 1.03], [-2.23, -7.48, -0.76]],
  "orbital_gap_ha": 0.37787,
  "relative_energy_ev": 6.211,
  "homo_ev": -9.56
}